Entry 1:
Molecular formula: C3H6O3
Method: DFT, ωB97M-V/def2-TZVPD

**Gap between HOMO and LUMO**: 11.4 eV
**Electronic energy**: -9350.8354 eV
**Molar mass**: 90.08 Da
**Strongest force on any atom**: 1.5 eV/A
**ΔE to the lowest compared entry with this formula, charge and spin**: 0.481 eV
**SMILES**: O=C(O)CCO

Positions of all 12 atoms, in Å:
O -0.315 2.154 0.703
C -0.589 0.994 0.817
O -1.827 0.555 1.149
C 0.352 -0.161 0.572
C 0.463 -0.427 -0.913
O 1.230 -1.602 -1.119
H -2.368 1.341 1.330
H -0.019 -1.054 1.077
H 1.255 0.011 1.093
H 0.869 0.443 -1.434
H -0.559 -0.625 -1.260
H 1.507 -1.629 -2.015

=====

Entry 2:
Molecular formula: C5H12O2
Method: DFT, ωB97M-V/def2-TZVPD

**Gap between HOMO and LUMO**: 9.3 eV
**Electronic energy**: -9470.5278 eV
**Molar mass**: 104.15 Da
**Strongest force on any atom**: 0.5 eV/A
**ΔE to the lowest compared entry with this formula, charge and spin**: 4.608 eV

Positions of all 19 atoms, in Å:
C 2.416 0.359 1.419
C 0.895 0.329 1.249
C 0.600 -0.291 -0.101
O 0.676 -1.621 -0.203
C -1.236 0.233 -0.511
C -1.706 -0.283 -1.861
O -2.144 0.048 0.542
H 2.835 -0.641 1.273
H 2.878 1.034 0.688
H 2.694 0.709 2.418
H 0.429 -0.302 2.012
H 0.478 1.339 1.331
H 0.995 0.308 -0.948
H -0.466 -0.907 -0.309
H -0.942 1.285 -0.566
H -1.934 -1.355 -1.820
H -2.599 0.256 -2.197
H -0.920 -0.143 -2.610
H -2.949 -0.357 0.197

=====

Entry 3:
Molecular formula: C27H37N4O8P
Method: DFT, ωB97M-V/def2-TZVPD

**Gap between HOMO and LUMO**: 8.1 eV
**Electronic energy**: -60219.8421 eV
**Molar mass**: 576.59 Da
**Strongest force on any atom**: 1.4 eV/A
**SMILES**: C=CC(=O)OCCCCCC[C@@]1([PH2]=N)C[C@@H](CCO)C(=O)N1.O=[N+]([O-])c1ccccc1.O=[N+]([O-])c1ccccc1

Positions of all 77 atoms, in Å:
C 0.145 -1.574 0.374
C -0.795 -2.275 -0.273
C -2.224 -2.182 0.151
O -2.617 -2.863 1.071
O -2.972 -1.278 -0.520
C -4.339 -1.623 -0.750
C -5.204 -0.366 -0.624
C -5.572 0.276 -1.956
C -4.421 0.435 -2.966
C -4.126 1.907 -3.332
C -2.644 2.310 -3.334
C -1.884 2.056 -2.040
P -0.659 0.683 -2.352
N 0.178 0.945 -3.661
C -0.901 3.232 -1.612
C -0.872 3.159 -0.072
C -1.259 4.450 0.659
C -2.097 4.241 1.903
O -2.705 5.504 2.232
C -1.774 1.950 0.216
O -1.678 1.148 1.115
N -2.735 1.873 -0.858
H 1.166 -1.920 0.450
H -0.077 -0.632 0.858
H -0.517 -2.898 -1.112
H -4.467 -2.026 -1.753
H -4.693 -2.352 -0.032
H -4.684 0.326 0.030
H -6.109 -0.650 -0.090
H -6.065 1.223 -1.762
H -6.336 -0.360 -2.401
H -4.743 -0.052 -3.880
H -3.513 -0.057 -2.635
H -4.696 2.611 -2.732
H -4.458 2.052 -4.357
H -2.600 3.383 -3.517
H -2.161 1.835 -4.180
H -1.330 -0.553 -2.374
H 0.203 0.705 -1.234
H 0.055 0.183 -4.313
H -1.321 4.167 -1.963
H 0.097 3.041 -1.989
H 0.123 2.811 0.199
H -1.784 5.098 -0.032
H -0.339 4.933 0.966
H -1.491 3.949 2.756
H -2.890 3.509 1.762
H -3.614 5.337 2.474
H -3.361 2.673 -0.863
C 5.034 -4.798 2.156
C 3.691 -4.496 1.974
C 3.211 -4.206 0.708
C 4.090 -4.228 -0.360
C 5.429 -4.524 -0.198
C 5.901 -4.809 1.072
N 3.581 -3.929 -1.708
O 2.409 -3.628 -1.806
O 4.361 -3.978 -2.632
H 5.406 -5.027 3.146
H 3.016 -4.487 2.819
H 2.167 -3.971 0.560
H 6.099 -4.529 -1.045
H 6.947 -5.040 1.217
C 2.581 0.873 3.688
C 3.768 1.411 4.170
C 4.985 0.948 3.696
C 4.992 -0.050 2.740
C 3.824 -0.600 2.250
C 2.612 -0.132 2.731
N 6.280 -0.539 2.221
O 7.292 -0.057 2.682
O 6.251 -1.398 1.365
H 1.632 1.238 4.057
H 3.746 2.193 4.916
H 5.911 1.360 4.069
H 3.853 -1.383 1.506
H 1.691 -0.557 2.360

=====

Entry 4:
Molecular formula: C17H45F4N7O14S4
Method: DFT, ωB97M-V/def2-TZVPD

**<S²>**: 0.76
**Gap between HOMO and LUMO (alpha / beta)**: 6.8 / 3.0 eV
**Electronic energy**: -111626.1773 eV
**Molar mass**: 775.84 Da
**Strongest force on any atom**: 10.8 eV/A
**Multiplicity**: 2
**Net charge**: +3

Positions of all 91 atoms, in Å:
C -16.719 -21.699 -1.665
C -15.449 -21.952 -0.832
O -14.324 -21.142 -1.064
H -16.452 -21.801 -2.716
H -17.276 -20.818 -1.344
H -17.436 -22.430 -1.290
H -15.344 -23.028 -0.967
H -15.876 -21.867 0.167
C -15.631 -15.919 3.147
C -16.016 -17.247 2.576
O -17.149 -17.484 2.171
N -14.876 -18.250 2.535
H -14.081 -17.681 2.790
H -15.104 -18.909 3.266
C -14.699 -18.769 1.062
H -16.523 -15.317 2.977
H -14.925 -15.427 2.477
H -15.337 -15.873 4.195
H -13.862 -19.462 1.151
H -14.444 -18.036 0.296
H -15.533 -19.399 0.754
C -12.053 -18.974 -5.203
C -12.100 -19.134 -3.733
O -11.035 -19.245 -3.147
N -13.482 -19.333 -3.151
H -13.999 -19.634 -3.965
H -13.647 -20.107 -2.522
C -14.025 -17.912 -2.707
H -11.209 -18.338 -5.470
H -12.952 -18.389 -5.397
H -12.139 -19.938 -5.705
H -13.323 -17.569 -1.946
H -14.897 -18.213 -2.126
H -14.282 -17.064 -3.342
C -13.982 -23.447 -7.618
C -14.423 -24.490 -6.620
O -14.351 -25.678 -6.778
N -15.074 -23.950 -5.329
H -14.362 -23.326 -4.976
H -15.867 -23.348 -5.494
C -15.463 -24.950 -4.237
H -14.787 -23.031 -8.222
H -13.150 -23.823 -8.213
H -13.652 -22.519 -7.151
H -14.620 -25.582 -3.958
H -16.293 -25.541 -4.624
H -15.680 -24.333 -3.365
C -10.695 -20.702 0.474
C -10.446 -22.010 -0.380
O -9.409 -22.590 -0.554
N -11.799 -22.679 -0.863
H -11.848 -23.522 -0.308
H -12.599 -22.168 -0.517
C -11.846 -23.094 -2.382
H -11.278 -20.055 -0.182
H -9.833 -20.342 1.035
H -11.442 -20.922 1.237
H -12.165 -22.128 -2.774
H -12.667 -23.799 -2.511
H -10.867 -23.366 -2.779
C -20.784 -22.288 0.051
C -21.346 -22.533 1.411
O -20.658 -22.861 2.406
N -22.861 -22.372 1.555
H -23.011 -21.939 2.455
H -22.988 -21.552 0.979
C -23.774 -23.586 1.335
H -19.777 -22.694 -0.050
H -20.669 -21.261 -0.294
H -21.293 -22.856 -0.728
H -24.735 -23.408 1.819
H -23.319 -24.468 1.785
H -23.889 -23.637 0.252
N -21.106 -23.973 -5.259
S -19.807 -24.225 -6.105
O -18.721 -25.002 -5.542
O -19.592 -23.169 -7.130
F -20.599 -25.474 -6.823
S -20.209 -22.838 -4.286
O -19.894 -21.596 -4.942
O -19.267 -23.441 -3.344
F -21.308 -22.389 -3.208
N -15.632 -19.935 4.479
S -15.552 -21.657 4.118
O -15.781 -22.133 2.788
O -15.862 -22.531 5.278
F -13.940 -21.814 4.240
S -17.132 -20.063 4.874
O -17.392 -20.349 6.265
O -17.964 -20.569 3.770
F -17.360 -18.452 4.657

=====

Entry 5:
Molecular formula: C4H9N5
Method: DFT, ωB97M-V/def2-TZVPD

**Gap between HOMO and LUMO**: 8.0 eV
**Electronic energy**: -11726.5208 eV
**Molar mass**: 127.15 Da
**Strongest force on any atom**: 5.7 eV/A
**ΔE to the lowest compared entry with this formula, charge and spin**: 0.000 eV
**Net charge**: +2

Positions of all 18 atoms, in Å:
C 2.046 -0.610 -1.304
C 2.242 -0.441 0.046
C 0.112 -0.621 -0.275
C -3.085 1.213 0.256
N 0.672 -0.700 -1.419
N 1.059 -0.415 0.731
N 3.391 -0.599 0.741
N -2.255 1.966 -0.011
N -4.071 0.452 0.539
H 2.707 -0.488 -2.164
H 0.271 -0.796 -2.318
H 1.124 -0.393 1.780
H 4.280 -0.117 0.506
H 3.329 -0.871 1.680
H -0.906 -1.015 -0.003
H -1.757 2.890 -0.037
H -4.530 -0.151 -0.116
H -4.628 0.697 1.371

=====

Entry 6:
Molecular formula: C5H9NO2
Method: DFT, ωB97M-V/def2-TZVPD

**Gap between HOMO and LUMO**: 10.5 eV
**Electronic energy**: -10916.1771 eV
**Molar mass**: 115.13 Da
**Strongest force on any atom**: 2.7 eV/A
**ΔE to the lowest compared entry with this formula, charge and spin**: 0.399 eV
**SMILES**: CC(=O)[C@H](C)C(N)=O

Positions of all 17 atoms, in Å:
C -0.766 0.033 0.276
C -1.835 -0.393 -0.717
C 1.484 -0.956 1.260
C -0.257 1.409 0.013
C 0.586 -0.851 0.054
N 0.784 1.406 -0.928
O -0.453 2.385 0.723
O 0.709 -1.590 -0.917
H -1.113 -0.058 1.309
H 0.826 0.800 -1.743
H 1.277 2.284 -1.050
H -2.811 0.001 -0.411
H -1.907 -1.484 -0.784
H -1.638 -0.017 -1.727
H 1.509 -0.005 1.796
H 1.112 -1.746 1.914
H 2.494 -1.219 0.932

=====

Entry 7:
Molecular formula: C3H13O3S
Method: DFT, ωB97M-V/def2-TZVPD

**Gap between HOMO and LUMO**: 6.6 eV
**Electronic energy**: -20301.0213 eV
**Molar mass**: 129.20 Da
**Strongest force on any atom**: 0.7 eV/A
**ΔE to the lowest compared entry with this formula, charge and spin**: 0.691 eV
**Net charge**: -1

Positions of all 20 atoms, in Å:
C -0.998 -2.662 0.757
C 0.355 -2.314 1.351
C 0.491 -0.853 1.801
S -0.276 0.435 0.741
H -1.019 -3.691 0.387
H -1.183 -2.001 -0.068
H -1.779 -2.551 1.491
H 0.555 -2.973 2.197
H 1.079 -2.503 0.555
H 1.533 -0.529 1.855
H 0.080 -0.759 2.813
H -0.596 4.250 -3.680
H -0.210 4.457 -2.233
O -0.593 4.923 -2.992
H 0.700 -0.549 -1.245
H 0.817 -1.637 -2.303
O 0.697 -0.686 -2.215
H -0.097 3.445 -0.437
H 0.166 2.638 0.786
O 0.276 3.561 0.441

=====

Entry 8:
Molecular formula: H2
Method: DFT, ωB97M-V/def2-TZVPD

**Gap between HOMO and LUMO**: 5.8 eV
**Electronic energy**: -24.8529 eV
**Molar mass**: 2.02 Da
**Strongest force on any atom**: 1.7 eV/A
**ΔE to the lowest compared entry with this formula, charge and spin**: 6.736 eV

Positions of all 2 atoms, in Å:
H 0.000 0.000 1.372
H 0.000 0.000 -1.372